1.
# C19H36F3O15S

6 unconnected molecules or ions with the total composition C19H36F3O15S in a non-equilibrium geometry (wB97M-V/def2-TZVPD, the Open Molecules 2025 dataset).

The geometry in XYZ format:
```
74
Properties=species:S:1:pos:R:3:forces:R:3
S -1.4361 -0.0827 0.8337 -0.3837 1.7015 0.0417
F -5.1193 3.3100 -1.0457 -0.1134 0.2710 1.1510
F -5.6168 1.2423 -0.7527 0.0963 -0.4758 -1.2709
F -2.6350 2.6283 0.1742 0.4302 0.7945 -1.0716
O 0.7801 -0.1769 5.9677 -0.0061 -0.0389 -0.0469
O -0.0016 1.0669 4.3645 0.0247 -0.0541 -0.0557
O 5.1065 -5.0891 6.7139 0.0218 -0.0218 -0.0163
O 1.1498 2.0478 6.0366 0.0899 0.1337 0.0387
O -1.6079 -0.1483 -6.9098 0.0800 0.0381 -0.0330
O 1.5612 -0.3004 0.6753 -0.1379 -0.1333 -0.0764
O 0.8665 4.5555 -4.6917 0.0728 0.0109 -0.0070
O -3.7003 0.4386 -6.3024 -0.0469 0.0257 0.0958
O -0.7058 3.0368 -4.1286 0.0572 -0.0754 0.2116
O 1.0240 -1.5935 -0.9853 -0.2447 0.1114 -0.0716
O -1.1920 5.1785 -4.6319 -0.0406 0.0455 0.0033
O -3.2474 -1.4135 -7.5102 -0.0045 -0.0558 -0.0152
O 2.2559 -2.4396 0.7107 -0.0048 -0.2406 -0.1197
O 3.5003 -3.5015 6.8914 0.1370 -0.0282 0.5371
O 4.0803 -4.3965 4.9274 -0.0081 0.0420 0.0433
C 1.5253 -0.3086 7.1965 0.1204 -0.2025 0.1169
C -2.9281 -0.3022 -6.8574 -0.0001 -0.0381 -0.0270
C 1.6759 -1.5477 0.1685 0.7148 -0.0352 0.2939
C -1.1343 1.0345 -6.2564 0.1367 -0.0315 -0.0235
C 1.8717 3.5494 -4.5435 0.1277 -0.0065 -0.0095
C -0.1536 2.3768 3.8067 -0.1091 0.0884 -0.2376
C -2.5524 0.8501 -1.4908 -0.2505 -0.7964 0.9926
C 5.3009 -5.0360 8.1333 0.0933 -0.0681 0.1406
C -2.5780 4.8901 -4.4147 -0.1263 0.0544 -0.0244
C -4.6488 -1.7060 -7.5415 -0.0911 -0.0971 -0.0732
C 1.0668 -2.8760 -1.6437 -0.0483 -0.2068 -0.1796
C -2.1222 -0.4592 -0.7928 0.1837 -0.1707 -0.6945
C -3.3286 1.8344 -0.6921 -0.7448 -0.4033 0.4730
C 3.0711 -3.5232 4.4192 -0.2142 0.0043 -0.4284
C 2.2746 -0.1096 1.9181 0.1102 0.1649 0.4067
C -4.6419 2.1107 -0.8390 0.3442 0.4638 0.1199
C 4.1789 -4.2678 6.2555 -0.1195 0.0863 -0.2496
C -0.3731 4.1538 -4.4523 -0.0668 0.0735 -0.0302
C 0.6946 1.0674 5.5212 -0.0903 -0.0849 0.0270
H -1.5423 1.9247 -6.7305 -0.0851 0.0042 0.0525
H 0.5001 -2.7592 -2.5612 -0.0048 0.0868 -0.0187
H -5.0347 -1.8442 -6.5337 -0.0067 0.0710 0.0212
H 3.3215 -2.4883 4.6452 -0.0584 0.0257 0.0334
H -3.1674 0.5581 -2.3378 0.1583 -0.0128 -0.2507
H -1.3069 -0.9177 -1.3534 0.0782 -0.0422 0.1581
H 1.8902 3.1729 -3.5226 -0.0549 -0.0404 0.0007
H -0.7043 3.0318 4.4774 0.0729 -0.0096 0.0786
H 0.6103 -3.6407 -1.0197 0.0646 0.0052 0.0714
H -1.3923 1.0246 -5.2036 -0.0957 0.0439 0.0112
H -2.2477 -0.5828 1.7729 0.1557 -0.6644 -0.0274
H -2.9247 4.1239 -5.1051 0.0290 -0.0602 0.0329
H -0.2348 -0.6721 0.9211 -0.0350 -0.5240 0.2593
H -0.7196 2.2536 2.8852 -0.0174 -0.0645 0.0185
H 2.8149 4.0339 -4.7717 -0.0240 0.0686 -0.0171
H -5.1949 -0.9107 -8.0430 -0.0029 0.0525 0.0539
H 2.0926 -3.1473 -1.8765 0.0259 0.0165 0.0738
H 1.5264 -1.3647 7.4444 -0.0519 -0.0443 -0.1346
H 6.0819 -5.7557 8.3543 0.0129 -0.0256 -0.0765
H 0.8143 2.8180 3.5758 0.0240 0.0327 0.1069
H 2.5493 0.0255 7.0485 -0.0176 0.0844 0.0077
H 4.3874 -5.3125 8.6546 -0.0417 0.0600 -0.0161
H 1.0570 0.2591 7.9964 -0.0268 0.1040 -0.0795
H -0.0539 1.0313 -6.3637 0.0067 -0.0999 -0.0612
H -2.9173 -1.1939 -0.7296 -0.1499 0.0410 0.3201
H 3.0144 -3.6617 3.3427 0.2199 -0.1489 -0.0016
H 5.6194 -4.0420 8.4385 -0.0632 0.0375 -0.0126
H 1.9020 -0.7819 2.6929 -0.0137 0.0249 -0.1315
H 2.1042 0.9232 2.2088 -0.0849 -0.0296 -0.1020
H -1.6561 1.3574 -1.8497 -0.0765 0.1911 -0.1961
H 2.1094 -3.7738 4.8630 -0.0246 0.1076 0.0331
H -4.7485 -2.6293 -8.1024 0.0747 -0.0107 -0.0176
H -2.7449 4.5725 -3.3868 0.0227 -0.0541 -0.0001
H 3.3388 -0.2754 1.7787 -0.0088 -0.0828 -0.1298
H -3.1079 5.8181 -4.6004 0.0595 0.0454 -0.0171
H 1.7030 2.7316 -5.2409 -0.0500 -0.0334 0.0256
```
Positions in Å, forces in eV/Å.

* spin multiplicity: 1
* LUMO energy: -0.1167 Ha
* net charge: +1
* orbital gap: 8.9815 eV
* calculated total energy: -69977.1670 eV
* max |F|: 0.0339 hartree/bohr

2.
# C14H24O5P2

2 unconnected molecules or ions with the total composition C14H24O5P2 in a non-equilibrium geometry (wB97M-V/def2-TZVPD, the Open Molecules 2025 dataset).

The geometry in XYZ format:
```
45
Properties=species:S:1:pos:R:3:forces:R:3
P 1.4450 1.9813 -3.4755 -1.1204 0.1334 -0.5664
P 2.4757 0.1473 -3.0284 1.5708 0.1914 0.4804
O 3.2993 -0.1613 -4.1847 0.2951 -0.1508 -1.4063
O 1.2292 2.2840 2.5618 2.5472 -1.1639 0.7785
O -0.8264 1.6451 1.9845 -0.5115 0.0199 -0.9745
O 1.4575 -1.0626 -2.7180 -0.3269 0.5814 0.1142
O 3.4040 0.2378 -1.7161 -1.1386 -0.2186 0.4104
C -2.0038 2.7510 -1.1946 -0.6274 -0.3752 -0.3125
C 0.5467 -4.8092 0.7059 -0.0043 0.0014 -0.0378
C -0.1986 3.9765 1.8155 -0.8498 -0.3367 0.2128
C 0.1599 2.5520 2.1714 -1.5727 1.5768 -0.4233
C -2.5106 1.5777 -0.3229 0.4093 0.2972 -0.5724
C 0.3802 2.4613 -2.0284 0.0915 -0.6830 0.1485
C 0.7646 -3.5522 1.2525 -0.0037 0.0252 0.0235
C -1.5401 0.4199 -0.0933 -0.1326 0.2576 0.9918
C -0.1604 -5.6218 2.8549 0.0075 -0.0088 -0.0009
C 0.5259 -3.3317 2.6027 0.0043 0.0437 -0.0274
C -1.1114 2.3577 -2.3730 0.5734 0.2309 0.1882
C 0.0829 -5.8435 1.5065 -0.0061 -0.0111 0.0037
C -0.4971 0.6082 1.0294 0.0828 -0.5940 0.5090
C 0.0654 -4.3671 3.4037 -0.0206 0.0027 0.0200
H 0.7382 -4.9827 -0.3457 -0.0049 0.0022 0.0062
H 0.2987 4.6887 2.4595 0.2562 -0.0112 0.0617
H 0.5215 0.7769 0.6863 0.0097 0.1396 -0.2130
H -2.1476 -0.4275 0.2120 -0.0954 -0.1784 -0.0546
H -2.8906 3.2147 -1.6240 -0.1471 0.1640 0.0955
H 1.1217 -2.7437 0.6260 0.0025 -0.0067 0.0003
H -2.8407 1.9981 0.6200 -0.0014 -0.1310 0.2970
H -1.0130 0.0996 -0.9890 -0.0161 0.0760 -0.1799
H -1.3061 2.9779 -3.2430 -0.1647 0.0974 -0.1214
H -1.3051 1.3251 -2.6605 -0.1840 -0.0317 -0.2054
H -0.0890 -6.8235 1.0796 0.0005 0.0074 0.0000
H 0.1013 4.1343 0.7836 0.0874 0.0938 -0.1135
H -0.4691 -0.3236 1.5882 0.1561 -0.1098 0.1052
H -0.5254 -6.4278 3.4787 0.0117 0.0029 -0.0011
H 3.5638 -0.6562 -1.3745 0.1632 0.1865 0.0658
H 2.4718 2.9436 -3.5988 0.1684 -0.3809 0.5160
H -0.1183 -4.1959 4.4567 -0.0041 0.0031 -0.0095
H 0.6992 -2.3518 3.0306 0.0118 -0.0101 0.0034
H -1.2740 4.1143 1.8846 -0.1105 0.1146 -0.0894
H -3.4038 1.1630 -0.7851 -0.0519 -0.0607 -0.1938
H -1.5539 3.5194 -0.5753 0.3224 0.0681 0.0311
H 1.2353 -1.4228 -3.5930 -0.0515 -0.1598 0.2466
H 0.6294 3.4330 -1.6130 0.1473 0.1496 -0.0922
H 0.5677 1.7161 -1.2577 0.2270 0.1557 0.2857
```
Positions in Å, forces in eV/Å.

* spin multiplicity: 1
* LUMO energy: 0.0125 Ha
* orbital gap: 9.7304 eV
* calculated total energy: -43723.9388 eV
* max |F|: 0.0565 hartree/bohr
* structure (SMILES): CC(=O)OCCCCCCPP(=O)(O)O.c1ccccc1

3.
# C3H4O5

3 unconnected molecules or ions with the total composition C3H4O5 in a non-equilibrium geometry (wB97M-V/def2-TZVPD, the Open Molecules 2025 dataset).

The geometry in XYZ format:
```
12
Properties=species:S:1:pos:R:3:forces:R:3
O -0.9150 2.6658 0.6946 1.0867 -1.1248 0.2106
O 0.6349 0.8941 0.8504 -2.3042 2.2237 -1.4837
O 1.1080 -3.4928 -0.0175 2.7253 4.2036 0.3213
O 0.3703 -0.6014 3.4032 1.1795 -1.1546 -3.8578
O 1.8073 -2.3943 0.0794 -2.7392 -4.2484 -0.2436
C -0.8847 1.1206 -0.9794 1.1999 -2.5602 -0.5660
C -0.3277 1.5807 0.3293 1.3239 0.2925 1.4977
C -0.3326 0.0711 -1.6376 -1.0442 1.3659 0.5661
H -0.8043 -0.2423 -2.5544 0.0538 -0.3527 -0.3827
H 0.5048 -0.4747 -1.2131 -0.0460 0.2235 -0.0731
H -1.8002 1.5826 -1.2919 -0.2434 0.3410 -0.3943
H 0.6391 -0.7095 2.3370 -1.1923 0.7905 4.4055
```
Positions in Å, forces in eV/Å.

* spin multiplicity: 1
* LUMO energy (alpha / beta): 0.1751 / 0.1728 Ha
* net charge: -2
* orbital gap (alpha / beta): 3.5096 / 3.3460 eV
* calculated total energy: -13404.7261 eV
* max |F|: 0.0984 hartree/bohr
* ΔE to the lowest compared entry with this formula, charge and spin: 591.46 kJ/mol

- calculated total energy of number 3 (C3H4O5)?
  -13404.7261 eV

- Which formula does entry 1 have?
  C19H36F3O15S

- What is the formula in the first record?
  C19H36F3O15S

- Which value of max |F| does entry 3 give?
  0.0984 hartree/bohr